No. 1
Below is a 10-piece molecular cluster, C37H103N11O10 overall, with properties calculated with ωB97M-V/def2-TZVPD.

XYZ file:
```
161
Properties=species:S:1:pos:R:3:mulliken_charge:R:1
C 9.047 17.799 12.487 -0.87
O 9.911 16.885 13.030 -0.26
C 10.779 17.381 14.005 -1.15
C 11.680 16.253 14.353 0.34
C 12.532 16.657 15.519 -0.75
N 12.502 15.730 13.202 -0.21
H 8.491 17.210 11.790 0.27
H 9.554 18.698 12.120 0.33
H 8.268 18.138 13.143 0.32
H 11.296 18.225 13.584 0.47
H 10.165 17.790 14.841 0.49
H 11.059 15.452 14.709 0.01
H 12.058 16.749 16.505 0.49
H 12.981 17.647 15.256 0.47
H 13.368 15.965 15.634 -0.22
H 11.713 15.710 12.506 0.15
H 13.113 16.449 12.845 0.20
C 19.762 18.875 13.125 -0.79
O 18.761 18.244 12.431 -0.34
C 18.466 17.022 13.152 -1.10
C 17.018 16.680 12.878 1.08
C 16.560 15.409 13.551 -1.07
N 16.790 16.488 11.447 -0.46
H 20.584 18.255 13.384 0.40
H 19.445 19.460 14.003 0.21
H 20.078 19.677 12.464 0.28
H 19.015 16.220 12.692 0.58
H 18.733 17.085 14.202 0.41
H 16.481 17.512 13.285 0.08
H 15.510 15.189 13.335 0.02
H 16.628 15.378 14.618 0.13
H 17.046 14.515 13.141 0.23
H 17.589 16.138 10.948 0.28
H 16.598 17.356 10.968 0.29
C 12.424 20.279 18.163 -0.85
O 12.425 18.873 18.568 -0.17
C 12.875 18.649 19.940 -0.56
C 12.793 17.169 20.156 0.18
C 13.089 16.655 21.538 -1.45
N 13.902 16.530 19.290 0.17
H 13.375 20.746 18.504 0.33
H 11.575 20.794 18.565 0.32
H 12.382 20.335 17.112 0.24
H 13.912 18.978 19.962 0.21
H 12.176 19.169 20.587 0.48
H 11.907 16.763 19.665 0.41
H 12.959 15.627 21.413 0.40
H 12.532 17.053 22.415 0.39
H 14.200 16.714 21.639 0.26
H 13.832 16.944 18.380 -0.55
H 14.853 16.811 19.675 0.24
C 20.349 8.638 21.074 -0.79
O 19.412 9.182 20.102 -0.30
C 20.052 9.895 19.081 -1.10
C 18.992 10.497 18.203 2.23
C 18.364 9.505 17.337 -1.41
N 19.526 11.652 17.464 -0.47
H 20.896 9.529 21.436 0.34
H 20.879 7.794 20.582 0.28
H 19.772 8.194 21.937 0.23
H 20.761 10.667 19.455 0.42
H 20.673 9.226 18.505 0.42
H 18.260 10.914 18.931 -0.89
H 17.791 8.817 17.988 0.52
H 19.092 8.933 16.707 0.33
H 17.658 10.053 16.648 0.00
H 18.631 12.086 17.197 0.02
H 20.094 12.265 18.060 0.36
C 12.063 13.767 17.793 -0.76
O 12.098 13.275 16.411 0.16
C 11.695 11.892 16.367 -1.18
C 11.469 11.574 14.870 0.48
C 11.109 10.035 14.815 -1.62
N 12.631 12.016 14.082 -0.07
H 11.020 14.108 18.009 0.26
H 12.685 14.663 17.853 -0.03
H 12.449 12.969 18.484 0.37
H 12.477 11.273 16.852 0.39
H 10.837 11.783 16.997 0.60
H 10.609 12.115 14.598 0.36
H 12.020 9.400 14.861 0.32
H 10.688 9.660 13.929 0.36
H 10.396 9.826 15.618 0.42
H 12.433 11.739 13.129 -0.02
H 12.652 13.024 14.088 -0.07
C 15.592 9.721 12.754 -0.39
O 16.602 10.641 12.995 0.07
C 17.792 9.961 13.281 -1.43
C 18.854 11.025 13.564 2.10
C 19.200 11.712 12.279 -1.79
N 19.935 10.366 14.250 -0.80
H 14.686 10.314 12.673 -0.22
H 15.473 9.030 13.678 0.32
H 15.754 9.182 11.828 0.32
H 17.580 9.299 14.151 0.35
H 18.135 9.301 12.461 0.32
H 18.298 11.836 14.202 -0.43
H 19.758 12.597 12.618 0.38
H 18.307 11.989 11.731 0.30
H 19.702 11.064 11.624 0.49
H 20.706 11.079 14.495 0.37
H 19.548 10.132 15.162 0.02
C 18.044 15.682 19.287 -0.27
O 17.050 15.026 20.137 -0.25
C 17.683 13.819 20.654 -0.08
C 16.696 12.942 21.441 0.40
C 16.273 13.631 22.759 -1.02
N 17.024 11.492 21.519 -0.62
H 17.448 16.595 19.013 -0.29
H 18.420 15.106 18.411 0.25
H 18.795 16.172 19.920 0.44
H 18.099 13.191 19.814 -0.30
H 18.570 14.200 21.158 0.45
H 15.830 13.126 20.860 0.12
H 17.114 14.052 23.290 0.33
H 15.644 12.964 23.426 0.36
H 15.594 14.468 22.472 0.04
H 17.014 11.089 20.603 0.28
H 17.930 11.270 21.921 0.24
C 16.747 20.459 13.575 -0.96
O 16.589 19.402 14.488 0.02
C 16.576 19.779 15.881 -1.13
C 16.732 18.546 16.799 0.08
C 15.764 17.501 16.420 0.74
N 16.497 18.945 18.163 -0.41
H 17.033 19.994 12.581 0.21
H 17.605 21.096 13.872 0.39
H 15.844 21.028 13.306 0.21
H 17.351 20.516 16.168 0.39
H 15.674 20.384 16.140 0.21
H 17.730 18.190 16.697 0.48
H 15.780 17.283 15.379 -0.35
H 14.772 17.721 16.693 -0.52
H 16.050 16.583 16.951 -0.02
H 15.681 19.502 18.203 0.14
H 17.243 19.570 18.482 0.32
C 12.259 9.677 10.840 -0.99
O 12.620 10.972 11.297 -0.36
C 13.315 11.727 10.268 -1.07
C 12.982 13.285 10.352 1.85
C 11.552 13.697 9.937 -1.42
N 13.995 13.875 9.527 -0.66
H 13.098 9.172 10.368 0.37
H 11.568 9.749 10.015 0.33
H 11.892 9.102 11.689 0.26
H 14.372 11.653 10.561 0.09
H 13.279 11.239 9.288 0.56
H 13.115 13.601 11.453 -0.78
H 11.436 13.678 8.817 0.40
H 11.455 14.746 10.311 0.38
H 10.809 12.938 10.328 0.25
H 14.826 14.128 10.048 0.26
H 13.705 14.669 8.931 0.24
N 15.517 12.471 15.317 0.50
C 15.981 13.225 16.336 0.11
N 14.963 13.891 16.968 0.73
O 17.170 13.317 16.601 -0.82
H 16.217 12.085 14.675 -0.26
H 14.601 12.457 14.912 -0.08
H 15.210 14.246 17.865 0.09
H 13.945 13.645 16.866 -0.38
```

Net charge: 0
LUMO in eV: 0.493
Structure (SMILES): COC[C@H](C)N.COC[C@H](C)N.COC[C@H](C)N.COC[C@H](C)N.COC[C@H](C)N.COC[C@H](C)N.COC[C@H](C)N.COC[C@H](C)N.COC[C@H](C)N.NC(N)=O



No. 2
Below is a 8-piece molecular cluster, C22H51Cl2F3NO9S7 overall, with properties calculated with ωB97M-V/def2-TZVPD.

XYZ file:
```
95
Properties=species:S:1:pos:R:3:mulliken_charge:R:1
C 1.597 -4.382 4.502 -1.35
C 1.483 -3.457 3.342 0.83
Cl 2.385 -4.020 1.961 -0.27
C 0.795 -2.326 3.283 0.01
Cl -0.078 -1.814 4.696 -0.27
C 0.713 -1.405 2.132 -0.07
N 1.457 -0.162 2.445 -0.24
C 2.071 0.401 1.242 -0.55
C 2.803 1.670 1.691 -0.77
C 2.893 2.713 0.618 0.97
F 2.866 3.950 1.183 -0.33
F 4.037 2.686 -0.087 -0.32
F 1.883 2.670 -0.227 -0.21
C -0.745 -1.091 1.688 0.22
O -1.024 0.105 1.424 -0.73
O -1.476 -2.107 1.595 -0.69
H 2.643 -4.664 4.564 0.35
H 1.309 -3.916 5.427 0.39
H 1.039 -5.286 4.281 0.30
H 1.172 -1.861 1.263 0.24
H 2.234 -0.430 3.042 0.29
H 2.790 -0.314 0.839 0.26
H 1.282 0.619 0.540 0.30
H 3.785 1.406 2.053 0.28
H 2.190 2.087 2.473 0.39
C 6.109 4.795 1.245 -0.71
S 6.958 4.053 2.643 0.46
O 5.944 3.314 3.433 -0.58
C 7.275 5.599 3.508 -0.93
H 5.780 3.995 0.590 0.14
H 5.244 5.358 1.594 0.23
H 6.801 5.446 0.708 0.43
H 6.331 6.106 3.708 0.29
H 7.925 6.229 2.899 0.35
H 7.771 5.363 4.446 0.32
C -1.672 4.948 -1.127 -0.85
S -0.864 3.573 -1.950 0.51
O -1.401 3.523 -3.346 -0.63
C -1.668 2.269 -1.010 -1.09
H -1.327 5.869 -1.589 0.15
H -2.753 4.865 -1.237 0.36
H -1.399 4.948 -0.072 0.37
H -2.749 2.347 -1.127 0.45
H -1.392 2.348 0.041 0.42
H -1.325 1.309 -1.391 0.28
C -5.201 -3.853 -1.781 -0.58
S -4.577 -4.440 -0.198 0.55
O -5.749 -5.015 0.532 -0.68
C -4.262 -2.817 0.491 -0.89
H -5.505 -4.715 -2.372 0.32
H -6.058 -3.199 -1.616 0.40
H -4.411 -3.316 -2.304 -0.10
H -5.192 -2.244 0.495 0.38
H -3.497 -2.309 -0.091 0.31
H -3.897 -2.941 1.506 0.28
C -4.382 1.425 -7.185 -0.98
S -3.639 0.606 -5.765 0.55
O -4.672 -0.304 -5.199 -0.61
C -3.558 2.062 -4.726 -0.72
H -4.554 0.676 -7.956 0.33
H -5.331 1.874 -6.892 0.29
H -3.699 2.186 -7.561 0.35
H -4.560 2.476 -4.601 0.36
H -2.894 2.792 -5.179 0.40
H -3.157 1.771 -3.763 0.05
C -2.456 -3.240 -4.991 -0.83
S -3.009 -4.943 -4.862 0.53
O -2.562 -5.455 -3.545 -0.59
C -1.868 -5.596 -6.094 -0.98
H -3.016 -2.649 -4.270 0.19
H -1.390 -3.185 -4.769 0.38
H -2.659 -2.869 -5.995 0.32
H -0.843 -5.379 -5.795 0.30
H -2.086 -5.147 -7.064 0.36
H -2.014 -6.672 -6.149 0.32
C 1.683 -9.866 4.387 -0.94
S 0.246 -8.996 5.031 0.42
O 0.254 -7.644 4.431 -0.52
C 0.869 -8.830 6.711 -0.94
H 1.523 -10.033 3.325 0.31
H 2.576 -9.256 4.532 0.30
H 1.787 -10.824 4.897 0.37
H 1.817 -8.290 6.698 0.29
H 0.998 -9.819 7.151 0.37
H 0.135 -8.268 7.284 0.31
C 0.776 9.766 -1.493 -1.02
S 0.324 8.137 -0.881 0.62
O -1.051 8.244 -0.330 -0.61
C 1.457 8.136 0.513 -0.96
H 0.149 9.987 -2.354 0.32
H 0.607 10.510 -0.714 0.30
H 1.823 9.761 -1.796 0.36
H 1.242 8.987 1.160 0.35
H 2.482 8.183 0.146 0.35
H 1.309 7.209 1.064 0.29
```

Net charge: -1
LUMO in eV: 1.658



No. 3
Below is a 7-piece molecular cluster, C28H35N7 overall, with properties calculated with ωB97M-V/def2-TZVPD.

XYZ file:
```
70
Properties=species:S:1:pos:R:3:mulliken_charge:R:1
C -1.566 3.247 2.377 -0.08
C -0.068 3.434 2.507 -1.29
C 0.156 4.742 2.237 -0.36
N -1.042 5.387 1.844 -0.13
C -2.117 4.481 1.862 -0.78
H -2.174 2.367 2.421 0.53
H 0.588 2.666 2.586 0.83
H 0.943 5.499 2.226 0.39
H -1.204 6.523 1.705 0.33
H -3.047 4.519 1.452 0.50
C 3.458 0.602 -0.757 -0.27
C 4.234 1.070 0.478 -0.76
C 3.386 2.051 1.122 -0.32
N 2.190 2.084 0.350 0.01
C 2.300 1.336 -0.829 -0.36
H 3.894 -0.311 -1.452 0.25
H 5.197 0.804 0.826 0.47
H 3.589 2.676 1.974 0.42
H 1.373 2.679 0.543 0.07
H 1.577 1.205 -1.584 0.37
C -4.461 0.229 2.832 -0.05
C -4.243 0.041 1.251 -0.30
C -4.567 1.267 0.715 -0.46
N -5.131 2.062 1.651 0.07
C -5.131 1.397 2.906 -0.61
H -4.211 -0.599 3.627 0.27
H -3.686 -0.939 0.902 0.28
H -4.678 1.622 -0.357 0.37
H -5.644 2.911 1.573 0.23
H -5.615 1.935 3.895 0.21
C -1.152 -3.500 -2.707 -0.76
C -0.117 -2.487 -3.303 -0.89
C 0.655 -2.114 -2.251 -0.05
N 0.285 -2.704 -1.112 0.33
C -0.872 -3.539 -1.369 -0.59
H -2.097 -4.053 -3.126 0.28
H 0.061 -2.060 -4.201 0.70
H 1.439 -1.325 -2.129 0.20
H 0.666 -2.432 -0.316 0.09
H -1.221 -3.960 -0.554 0.68
C -0.902 1.997 -2.534 -0.69
C -0.401 3.308 -3.052 -1.09
C -0.065 4.022 -2.015 -0.31
N -0.540 3.329 -0.927 0.16
C -1.032 2.128 -1.214 -0.28
H -1.145 1.028 -2.887 0.61
H -0.117 3.458 -4.090 0.36
H 0.454 4.962 -1.803 0.40
H -0.589 3.787 0.096 0.28
H -1.409 1.523 -0.464 0.64
C 3.468 -6.303 -2.529 -0.66
C 4.017 -5.549 -1.287 -0.68
C 3.053 -4.687 -0.902 -0.36
N 2.137 -4.748 -1.923 -0.08
C 2.276 -5.710 -2.819 -0.27
H 3.861 -7.084 -3.219 0.32
H 4.935 -5.615 -0.808 0.46
H 2.876 -4.161 -0.033 0.29
H 1.340 -4.096 -1.888 0.63
H 1.707 -5.856 -3.670 0.43
C 0.497 -2.609 2.172 -0.98
C -0.715 -1.611 2.112 0.17
C -0.281 -0.476 1.687 -0.15
N 1.139 -0.602 1.540 0.14
C 1.541 -1.970 1.736 -0.93
H 0.378 -3.460 2.530 0.76
H -1.729 -2.058 2.366 0.33
H -0.822 0.451 1.365 -0.26
H 1.564 0.246 1.104 0.53
H 2.551 -2.435 1.513 0.39
```

Net charge: 0
LUMO in eV: 0.272
Structure (SMILES): c1cc[nH]c1.c1cc[nH]c1.c1cc[nH]c1.c1cc[nH]c1.c1cc[nH]c1.c1cc[nH]c1.c1cc[nH]c1



No. 4
Below is a 2-piece molecular cluster, C2H7N3O2 overall, with properties calculated with ωB97M-V/def2-TZVPD.

XYZ file:
```
14
Properties=species:S:1:pos:R:3:mulliken_charge:R:1
H 2.303 1.582 0.584 0.25
N 1.795 0.796 0.998 -0.74
N 1.977 -0.120 0.148 1.26
N 1.255 -1.261 0.382 -0.54
O 2.699 -0.131 -0.790 -0.73
H 0.619 -1.327 1.166 0.27
H 1.307 -1.991 -0.319 0.23
C -1.273 1.041 -0.630 -0.61
C -1.784 0.180 0.271 0.02
O -2.478 -0.983 -0.002 -0.48
H -1.480 0.834 -1.795 0.14
H -0.696 2.028 -0.317 0.22
H -2.036 0.531 1.231 0.41
H -2.208 -1.181 -0.928 0.29
```

Net charge: 0
LUMO in eV: 0.698
Structure (SMILES): [H]/N=[N+](/N)[O-].C=CO



Question: The lowest net charge belongs to which entry?
Answer: C22H51Cl2F3NO9S7



Question: What is the net charge in the second record?
Answer: -1



Question: What is the LUMO in the first record?
Answer: 0.493 eV